Record 1
{"formula": "CH7NOP4", "method": "ωB97M-V with the def2-TZVPD basis set", "symbols": ["P", "P", "P", "H", "H", "H", "N", "C", "O", "P", "H", "H", "H", "H"], "xyz": [[-0.2565, -2.9507, 0.1336], [-0.4118, -1.2950, 1.2334], [1.4185, -1.7230, 2.4118], [-1.0295, -2.4783, -0.9311], [1.5684, -0.5256, 3.1037], [0.9716, -2.0152, 3.6413], [-1.1231, 1.7664, -0.3007], [-0.0291, 1.2117, -0.7750], [0.7028, 0.5642, -0.0887], [0.3352, 1.7410, -2.5028], [-1.5307, 1.5414, 0.5886], [-1.8249, 2.3853, -0.8269], [1.4856, 1.1401, -2.3598], [-0.2765, 0.6377, -3.3274]], "lowdin_charge": [0.268, 0.160, 0.389, -0.251, -0.178, -0.221, 0.082, -0.933, -0.173, 0.863, 0.078, 0.136, -0.158, -0.062], "homo_ev": -8.254, "max_force_ev_per_a": 5.19, "gap_ha": 0.2888, "e_tot_ha": -1537.6055, "smiles": "P=P#[PH2].NC(=O)P", "e_lumo_ha": -0.0145, "charge": 0, "relative_energy_kcal_mol": 32.0}


Record 2
{"formula": "CH7NOS", "method": "ωB97M-V with the def2-TZVPD basis set", "symbols": ["N", "C", "O", "H", "H", "H", "H", "H", "S", "H", "H"], "xyz": [[-0.2634, -1.6451, -0.6192], [-0.4337, -0.7420, -1.7493], [0.2669, 0.5191, -1.4260], [0.6836, -1.7581, -0.3668], [-0.8558, -1.5696, 0.2811], [0.0436, -1.0776, -2.5940], [-1.5323, -0.5925, -1.9846], [0.4506, 0.8676, -2.3055], [0.0926, 2.1921, 3.8177], [0.2433, 1.7911, 2.5380], [1.3043, 2.0150, 4.4084]], "lowdin_charge": [-0.001, -0.305, -0.104, 0.039, 0.113, 0.071, 0.128, 0.061, 0.440, -0.227, -0.214], "homo_ev": -9.590, "max_force_ev_per_a": 4.21, "gap_ha": 0.3825, "e_tot_ha": -570.4362, "smiles": "NCO.S", "e_lumo_ha": 0.0301, "charge": 0, "relative_energy_kcal_mol": 13.9}


Record 3
{"formula": "CH7NOS", "method": "ωB97M-V with the def2-TZVPD basis set", "symbols": ["N", "C", "O", "H", "H", "H", "H", "H", "S", "H", "H"], "xyz": [[-0.1154, -2.3321, -1.0229], [-0.2137, -1.0231, -1.5894], [0.1981, 0.0277, -0.7191], [0.7725, -2.4950, -0.5761], [-0.9069, -2.6392, -0.4772], [0.5110, -0.9733, -2.4027], [-1.2257, -0.8800, -1.9756], [-0.4099, 0.0755, 0.0332], [0.9708, 3.4015, 3.2702], [0.6244, 4.0734, 2.1645], [-0.2052, 2.7648, 3.2951]], "lowdin_charge": [0.012, -0.364, -0.080, 0.070, 0.063, 0.110, 0.113, 0.077, 0.460, -0.227, -0.234], "homo_ev": -9.568, "max_force_ev_per_a": 0.66, "gap_ha": 0.3779, "e_tot_ha": -570.4562, "smiles": "NCO.S", "e_lumo_ha": 0.0263, "charge": 0, "relative_energy_kcal_mol": 1.4}


Record 4
{"formula": "CH7NOSi2", "method": "ωB97M-V with the def2-TZVPD basis set", "symbols": ["O", "C", "N", "Si", "Si", "H", "H", "H", "H", "H", "H", "H"], "xyz": [[-2.4487, -0.6902, 0.1214], [-1.3520, -1.1185, 0.1187], [0.0210, 0.0051, -0.1672], [1.5618, -0.7302, -0.1092], [-0.4708, 1.6648, -0.1328], [-0.9644, -2.0365, 0.3436], [2.7702, -0.4872, -1.0460], [1.7399, -0.4054, 1.3469], [1.3042, -2.2087, -0.1718], [0.3625, 2.3493, 0.7386], [-0.5630, 1.9620, -1.5634], [-1.9606, 1.6954, 0.5212]], "lowdin_charge": [0.053, -0.174, -0.467, 0.455, 0.506, 0.060, -0.073, -0.067, -0.079, -0.110, -0.079, -0.025], "homo_ev": -9.366, "max_force_ev_per_a": 6.06, "gap_ha": 0.3693, "e_tot_ha": -751.2035, "smiles": "O=CN([SiH3])[SiH3]", "e_lumo_ha": 0.0250, "charge": 0, "relative_energy_kcal_mol": 36.8}


Record 5
{"formula": "CH7NS2", "method": "ωB97M-V with the def2-TZVPD basis set", "symbols": ["C", "S", "S", "H", "H", "H", "H", "N", "H", "H", "H"], "xyz": [[-0.0308, -1.0747, 1.4786], [1.1618, 0.2269, 1.0771], [2.2215, -0.6817, -0.4516], [0.4983, -1.9881, 1.7352], [-0.5814, -0.7508, 2.3626], [-0.7280, -1.2371, 0.6606], [1.5671, -0.0941, -1.4705], [-1.2627, 1.5228, -1.2485], [-1.4446, 0.6443, -1.7105], [-0.6043, 1.3330, -0.4912], [-0.7969, 2.0995, -1.9418]], "lowdin_charge": [-0.486, 0.356, 0.315, 0.024, 0.032, 0.026, -0.213, 0.011, -0.003, -0.068, 0.006], "homo_ev": -9.332, "max_force_ev_per_a": 0.41, "gap_ha": 0.3604, "e_tot_ha": -893.4207, "smiles": "CSS.N", "e_lumo_ha": 0.0174, "charge": 0, "relative_energy_kcal_mol": 0.0}


Record 6
{"formula": "CH7O2", "method": "ωB97M-V with the def2-TZVPD basis set", "symbols": ["O", "H", "H", "H", "C", "O", "H", "H", "H", "H"], "xyz": [[1.8332, -0.7298, 0.6572], [2.1861, -1.5912, 1.0056], [2.4722, -0.0225, 0.9229], [0.3792, -0.6189, 0.2065], [-1.1462, 0.8385, -0.7272], [-0.6066, -0.3697, -0.0473], [-1.7888, 1.3735, -0.0291], [-0.3273, 1.5247, -0.9004], [-1.7230, 0.5132, -1.5797], [-1.2788, -0.9178, 0.4915]], "lowdin_charge": [-0.127, 0.078, 0.071, 0.069, -0.132, -0.194, 0.060, 0.067, 0.066, 0.042], "multiplicity": 2, "homo_ev": [-3.565, -12.372], "max_force_ev_per_a": 1.39, "gap_ha": [0.1545, 0.4667], "e_tot_ha": -192.6104, "e_lumo_ha": [0.0235, 0.0120], "charge": 0, "relative_energy_kcal_mol": 6.7}


Record 7
{"formula": "CH7O2S", "method": "ωB97M-V with the def2-TZVPD basis set", "symbols": ["C", "S", "H", "H", "H", "H", "H", "O", "H", "H", "O"], "xyz": [[-0.6563, -1.1723, 1.4524], [0.1974, -0.2467, 0.1056], [-1.4205, -1.7982, 0.9977], [-1.0832, -0.4712, 2.1279], [0.0729, -1.7865, 1.9753], [-2.5998, 0.5974, -2.1090], [-1.7970, 0.4548, -0.8673], [-2.6626, 0.1659, -1.2458], [3.6589, 0.8411, -0.2309], [2.1636, 0.7881, -0.0783], [2.8947, 1.4269, -0.2628]], "lowdin_charge": [-0.625, 0.251, -0.011, -0.029, -0.020, 0.005, -0.096, -0.164, 0.001, -0.144, -0.167], "homo_ev": -2.781, "max_force_ev_per_a": 1.39, "gap_ha": 0.2514, "e_tot_ha": -591.0011, "e_lumo_ha": 0.1492, "charge": -1, "relative_energy_kcal_mol": 7.0}


Record 8
{"formula": "CH7O3", "method": "ωB97M-V with the def2-TZVPD basis set", "symbols": ["C", "O", "H", "H", "H", "H", "H", "O", "H", "H", "O"], "xyz": [[-0.0843, 0.2546, -1.4017], [-0.5152, -0.4723, -0.1902], [0.8091, -0.1707, -1.9300], [0.1333, 1.2899, -1.0904], [-0.9871, 0.4249, -2.1031], [0.5956, -1.3175, 0.6711], [1.2871, -2.6117, 0.5580], [1.2508, -1.9656, 1.2570], [-0.9087, 2.3179, 1.2349], [-0.6549, 0.7372, 1.2158], [-0.9256, 1.5133, 1.7786]], "lowdin_charge": [-0.298, -0.472, 0.043, 0.021, 0.051, 0.029, -0.034, -0.210, 0.006, -0.004, -0.133], "homo_ev": -3.629, "max_force_ev_per_a": 2.79, "gap_ha": 0.2961, "e_tot_ha": -268.0157, "e_lumo_ha": 0.1627, "charge": -1, "relative_energy_kcal_mol": 14.9}